Density functional theory data (wB97M-V/def2-TZVPD) for a cluster of 6 separate species, C32H64BBrCl10N2O9P2SSi in total in a non-equilibrium geometry.

```
123
C32H64BBrCl10N2O9P2SSi (wB97M-V/def2-TZVPD)
C -4.2346 -4.4188 -3.4235
C -3.9165 -3.7817 -2.0508
C -2.7395 -2.8063 -2.2611
C -1.6860 -2.7572 -1.1325
C -1.9784 -2.0108 0.1706
P -3.3484 -2.9097 1.1611
O -4.7455 -2.3409 0.5331
Br -3.3563 -1.9847 3.2364
C -2.1841 -0.4535 0.1970
C -3.3645 0.0367 -0.6906
B -4.4337 0.8984 0.1417
O -4.1903 2.2344 0.4658
O -5.6303 0.3522 0.5927
C -0.8894 0.4616 0.1815
N -1.3954 1.8462 0.2286
C -1.4893 2.5124 -0.7838
O -1.5402 3.1417 -1.7925
P 0.2787 0.0855 -1.2571
C -0.6987 0.0490 -2.8481
C 1.4727 1.4861 -1.5845
C 1.6780 2.6118 -0.5462
C -0.2014 0.2376 1.6076
C 1.3316 0.3200 1.6493
C 1.9654 -0.4447 2.8307
O 1.5545 0.0331 4.0935
Si 2.0182 -0.9279 5.3879
C 0.7529 -2.3210 5.5458
C 3.7913 -1.5315 5.3069
C 1.9023 0.1903 6.9100
C -0.8579 1.1109 2.7168
C -0.2567 2.4823 2.9902
O 0.7776 2.6891 3.5566
N -1.0909 3.6140 2.5667
C -1.7531 4.0743 3.8123
C -0.2614 4.7190 2.0994
O -0.4769 -1.1113 2.1766
S -0.4933 -2.3378 1.2030
O 0.6856 -2.5656 0.4364
O -0.7886 -3.4944 1.9926
H -3.3746 -4.9251 -3.8585
H -4.4622 -3.5866 -4.0962
H -5.1371 -5.0261 -3.3856
H -3.7007 -4.5668 -1.3269
H -4.8154 -3.2206 -1.8079
H -2.2020 -3.2060 -3.1233
H -3.0665 -1.8295 -2.6052
H -1.5402 -3.8080 -0.8500
H -0.7348 -2.4921 -1.5883
H -5.3918 -3.0507 0.4976
H -2.5566 -0.2581 1.2085
H -3.1000 0.6491 -1.5558
H -3.9695 -0.7804 -1.0744
H -4.0321 2.2431 1.4171
H -5.4805 -0.0799 1.4414
H -0.9161 -0.9694 -3.1501
H -0.0269 0.4371 -3.6148
H -1.5615 0.7112 -2.8568
H 2.4357 1.0022 -1.7428
H 1.2529 1.9608 -2.5390
H 0.9846 2.6171 0.2861
H 1.6160 3.5775 -1.0481
H 2.6777 2.5862 -0.1124
H 1.8319 -0.1548 0.8021
H 1.7414 1.3213 1.7213
H 3.0386 -0.2230 2.7339
H 1.8857 -1.5285 2.7030
H 0.3725 -2.5294 4.5423
H -0.0882 -1.9128 6.1080
H 1.1449 -3.2227 6.0081
H 3.9803 -2.0469 6.2533
H 4.4741 -0.6801 5.2835
H 4.0016 -2.2264 4.4865
H 2.8688 0.6192 7.1713
H 1.2521 1.0391 6.6754
H 1.4458 -0.3110 7.7634
H -0.7375 0.5554 3.6467
H -1.9349 1.1642 2.5826
H -1.1447 4.8173 4.3401
H -1.9154 3.2457 4.5003
H -2.6888 4.5702 3.5528
H -0.9395 5.5267 1.8278
H 0.3112 4.4904 1.2031
H 0.4189 5.1257 2.8562
Cl 0.2926 7.8620 -0.0566
C -1.2585 8.2687 -0.8342
C -2.4002 7.4283 -0.3178
Cl -2.2571 5.7219 -0.8087
H -1.1354 8.1526 -1.9081
H -1.4520 9.3191 -0.6218
H -3.3394 7.7979 -0.7270
H -2.4621 7.4619 0.7679
Cl 1.0256 -7.5388 -4.4428
C 1.2762 -6.4225 -3.0756
C 0.0792 -5.5413 -2.8329
Cl -0.1655 -4.3623 -4.1502
H 2.1670 -5.8340 -3.2799
H 1.4628 -7.0350 -2.1951
H 0.2251 -4.9681 -1.9176
H -0.8331 -6.1256 -2.7310
Cl 0.9221 2.5671 -5.3833
C -0.5573 3.0569 -6.2529
C -1.7770 2.3053 -5.7817
Cl -1.7121 0.5816 -6.2291
H -0.3850 2.9070 -7.3158
H -0.6916 4.1223 -6.0728
H -2.6676 2.7231 -6.2484
H -1.8929 2.3686 -4.7014
Cl 3.5547 -0.4928 -3.5291
C 3.8692 -1.2501 -5.1089
C 2.7471 -0.9770 -6.0734
Cl 1.2507 -1.7973 -5.5755
H 4.0129 -2.3158 -4.9485
H 4.7992 -0.8339 -5.4940
H 3.0087 -1.3464 -7.0641
H 2.5340 0.0873 -6.1507
Cl 7.7888 -1.6526 4.9795
C 8.0470 -2.4243 3.3950
C 6.9236 -2.1367 2.4326
Cl 5.4036 -2.9309 2.9196
H 8.1682 -3.4926 3.5564
H 8.9800 -2.0285 2.9968
H 7.1786 -2.5175 1.4447
H 6.7322 -1.0694 2.3504
```

The structure (SMILES) is CCCC[C@]1(P(O)Br)[C@H](CB(O)O)[C@](N=C=O)(P(C)CC)[C@@](CCO[Si](C)(C)C)(CC(=O)N(C)C)OS1(=O)=O.ClCCCl.ClCCCl.ClCCCl.ClCCCl.ClCCCl. The calculation puts the molecular weight at 1188.22 g/mol. Its largest force on an atom is 0.04462 Eh/bohr.

Results of the Löwdin charge analysis, in e, for atoms 1 through 99: -0.10, -0.26, -0.22, -0.23, -0.51, 0.69, -0.36, 0.39, -0.25, -0.03, -0.61, 0.13, 0.13, -0.39, 0.16, -0.34, 0.08, 1.08, -0.26, -0.38, -0.14, -0.32, -0.11, -0.25, -0.21, 0.45, -0.13, -0.20, -0.15, -0.01, -0.41, 0.14, -0.16, -0.07, -0.12, -0.27, 0.53, -0.26, -0.33, 0.06, 0.08, 0.07, 0.10, 0.09, 0.04, 0.10, 0.11, 0.07, 0.06, 0.07, 0.10, 0.08, 0.10, 0.08, 0.01, -0.01, 0.02, 0.00, 0.03, 0.02, 0.08, 0.08, 0.10, 0.10, 0.12, 0.11, 0.01, 0.03, 0.03, 0.04, 0.03, -0.08, 0.02, 0.03, 0.03, 0.13, 0.11, 0.09, 0.09, 0.08, 0.05, 0.07, 0.09, 0.55, -0.66, -0.65, 0.63, 0.07, 0.07, 0.07, 0.07, 0.54, -0.66, -0.63, 0.57, 0.07, 0.08, 0.07, 0.07


Density functional theory data (wB97M-V/def2-TZVPD) for a structure of composition C32H64CaO6P2SbSi3.

```
109
C32H64CaO6P2SbSi3 (wB97M-V/def2-TZVPD)
Ca 0.4464 -0.9732 -0.1919
C 2.2528 1.6612 2.8360
C 3.6344 1.1132 2.5593
C 4.7063 1.7042 3.4431
O 4.0143 1.4489 1.1753
P 3.6684 0.5233 -0.0455
O 2.6200 -0.4805 0.2937
C 3.2270 1.6581 -1.3719
P 1.5457 2.3107 -1.2521
O 0.5834 1.2187 -0.9631
O 1.5209 3.3909 -0.1265
C 2.0951 4.7380 -0.2747
C 2.9051 5.0090 0.9708
C 0.9533 5.7049 -0.4851
O 1.2936 3.1294 -2.5609
C 1.2101 2.6296 -3.9394
C 0.9807 3.8549 -4.7928
C 0.1127 1.5968 -4.0810
O 4.9881 -0.1002 -0.6026
C 5.6148 -1.2504 0.0902
C 7.1051 -1.0308 0.0015
C 5.1374 -2.5250 -0.5662
H 1.9489 1.3922 3.8480
H 1.5210 1.2549 2.1373
H 2.2461 2.7477 2.7469
H 3.6276 0.0249 2.6403
H 4.7380 2.7883 3.3278
H 5.6861 1.2972 3.1966
H 4.4891 1.4751 4.4864
H 3.3208 1.1061 -2.3111
H 3.9526 2.4747 -1.3941
H 2.7448 4.7279 -1.1536
H 2.2565 5.0159 1.8480
H 3.3822 5.9858 0.8911
H 3.6786 4.2527 1.1068
H 0.2807 5.6793 0.3732
H 0.3910 5.4527 -1.3831
H 1.3424 6.7179 -0.5905
H 2.1860 2.1928 -4.1689
H 0.0119 4.2985 -4.5601
H 0.9904 3.5755 -5.8459
H 1.7592 4.5975 -4.6249
H -0.8318 1.9932 -3.7061
H 0.3367 0.6759 -3.5446
H -0.0051 1.3537 -5.1370
H 5.2923 -1.2165 1.1353
H 7.4218 -1.0191 -1.0416
H 7.6248 -1.8429 0.5100
H 7.3915 -0.0888 0.4674
H 5.4271 -2.5339 -1.6179
H 4.0563 -2.6345 -0.4902
H 5.6016 -3.3820 -0.0772
C -4.6390 2.4061 1.4466
Si -2.9402 2.0566 0.7499
C -1.6092 2.3999 2.0256
C -2.6214 3.1157 -0.7629
Sb -2.6629 -0.3684 0.0185
Si -4.8584 -0.8576 -1.1844
C -4.6807 -2.4996 -2.0473
C -5.1328 0.5208 -2.4198
C -6.2571 -0.8979 0.0546
Si -2.8411 -1.7232 2.1816
C -4.0398 -0.9574 3.3943
C -1.0959 -1.7024 2.8817
C -3.3101 -3.4715 1.7344
H -4.6988 3.4445 1.7836
H -4.8676 1.7615 2.2965
H -5.4151 2.2573 0.6927
H -1.6771 3.4320 2.3808
H -0.6192 2.2664 1.5810
H -1.6937 1.7443 2.8949
H -2.6746 4.1778 -0.5076
H -3.3500 2.9240 -1.5532
H -1.6253 2.9055 -1.1567
H -3.9029 -2.4595 -2.8125
H -5.6217 -2.7716 -2.5327
H -4.4163 -3.2927 -1.3456
H -4.2863 0.6193 -3.1023
H -5.2869 1.4818 -1.9249
H -6.0228 0.3090 -3.0181
H -6.1377 -1.7137 0.7693
H -7.2080 -1.0472 -0.4640
H -6.3222 0.0376 0.6139
H -3.7318 0.0493 3.6837
H -4.0969 -1.5634 4.3023
H -5.0423 -0.8961 2.9678
H -0.7018 -0.6849 2.9693
H -0.4325 -2.3074 2.2524
H -1.0641 -2.1488 3.8791
H -4.3163 -3.5392 1.3171
H -3.2772 -4.1002 2.6286
H -2.6090 -3.8878 1.0066
C -2.0991 -6.4003 -1.4337
C -2.1482 -5.1077 -1.9971
C -1.2810 -4.1412 -1.5694
C -0.3052 -4.3938 -0.5695
C 0.5917 -3.3579 -0.1370
C 1.5078 -3.7351 0.8267
C 1.5801 -5.0384 1.3832
C 0.7072 -5.9997 0.9733
C -0.2620 -5.7020 -0.0195
C -1.1777 -6.6859 -0.4670
H -2.7883 -7.1626 -1.7735
H -2.8723 -4.8902 -2.7723
H -1.3203 -3.1467 -2.0058
H 2.2307 -3.0092 1.2081
H 2.3266 -5.2655 2.1358
H 0.7418 -6.9997 1.3900
H -1.1300 -7.6776 -0.0316
```

The calculation puts the molecular weight at 852.90 g/mol. For the energy above the lowest of the compared OMol25 structures with the same formula, charge and spin, the calculation gives 15.2 kJ/mol. Its largest force on an atom is 0.00268 Eh/bohr. The net charge is +1.

Results of the Löwdin charge analysis, in e, for atoms 1 through 99: 1.16, -0.03, -0.41, -0.03, -0.17, 0.47, -0.40, -0.19, 0.44, -0.43, -0.17, -0.42, -0.03, -0.03, -0.18, -0.41, -0.03, -0.04, -0.17, -0.41, -0.03, -0.03, 0.10, 0.06, 0.08, 0.13, 0.09, 0.09, 0.10, 0.09, 0.10, 0.14, 0.09, 0.10, 0.07, 0.09, 0.08, 0.09, 0.14, 0.09, 0.09, 0.09, 0.09, 0.07, 0.10, 0.13, 0.09, 0.09, 0.09, 0.10, 0.06, 0.10, -0.21, 0.28, -0.22, -0.21, 0.85, 0.28, -0.23, -0.23, -0.21, 0.29, -0.22, -0.22, -0.20, 0.04, 0.02, 0.02, 0.04, 0.00, 0.02, 0.04, 0.02, 0.00, 0.03, 0.04, 0.02, 0.03, 0.02, 0.04, 0.02, 0.04, 0.02, 0.02, 0.04, 0.02, 0.01, 0.00, 0.04, 0.02, 0.04, 0.02, -0.08, -0.10, -0.09, -0.24, -0.24, -0.21, -0.10


The DFT total energy results, record by record, are as follows: -288867.1583, -113700.7578 eV.
The HOMO-LUMO gap results, record by record, are as follows: 0.3008, 0.2728 Eh.
The E_HOMO results, record by record, are as follows: -0.288, -0.342 Eh.